Record 1
DFT (ωB97M-V with the def2-TZVPD basis set) results for a molecular structure, C6H16I2N2.

Values from the calculation:
Frontier orbital gap = 8.00 eV
LUMO level = -7.415 eV
HOMO level = -15.4190 eV
Net charge = +2

```
26
Properties=species:S:1:pos:R:3:forces:R:3:nbo_charge:R:1
C 0.7822 -1.4624 -0.9036 0.0 -0.3 -0.3 -0.7442
C 2.1962 0.3125 0.2309 0.3 0.2 0.1 -0.7378
C 0.0330 0.9940 -0.8538 -0.3 0.3 0.0 -0.5667
C -1.2439 0.5503 -1.5686 0.7 -0.6 0.1 -0.2367
C 0.9125 -0.1023 -0.3537 -1.4 -0.5 1.6 0.4441
C -0.3591 -0.5308 1.7543 0.2 0.9 -1.3 -0.4572
N -2.2472 1.6515 -1.6000 -0.3 0.3 0.0 -0.6644
N 0.4949 -1.3636 2.6674 0.1 -0.2 0.3 -0.7872
I -2.2122 -1.6062 1.4386 0.6 0.4 0.2 0.2383
I -0.5690 1.4266 2.6808 0.0 -0.8 -0.2 0.2295
H 1.5622 -2.1242 -0.5396 0.0 -0.1 0.0 0.2496
H -0.1908 -1.9176 -0.7087 -0.1 0.1 0.0 0.2542
H 0.8685 -1.4231 -1.9927 0.1 0.0 -0.2 0.2720
H 2.7653 -0.5264 0.6193 0.0 -0.1 0.1 0.2388
H 2.8084 0.7612 -0.5587 0.1 0.0 -0.1 0.2907
H 2.0812 1.0924 0.9833 -0.1 0.1 0.1 0.2570
H 0.6336 1.6293 -1.5129 0.1 0.0 0.0 0.2669
H -0.2236 1.6282 0.0071 0.1 0.0 -0.1 0.2562
H -1.6946 -0.2906 -1.0429 -0.1 0.1 -0.1 0.2440
H -1.0330 0.2496 -2.5959 -0.2 0.1 0.0 0.2454
H -3.1284 1.3229 -2.0194 0.2 0.2 0.1 0.4627
H -1.9124 2.4539 -2.1517 -0.2 -0.1 0.2 0.4543
H -2.4529 1.9804 -0.6456 0.0 0.0 -0.3 0.4514
H 0.0939 -1.4789 3.6133 0.1 0.0 -0.2 0.4428
H 1.4195 -0.9200 2.7847 -0.2 -0.2 -0.1 0.4477
H 0.6157 -2.3066 2.2678 0.0 0.2 0.1 0.4484
```
Positions in Å, forces in eV/Å.

***

Record 2
DFT (ωB97M-V with the def2-TZVPD basis set) results for 3 unconnected molecules or ions with the total composition C6H16N.

Values from the calculation:
Frontier orbital gap (alpha / beta) = 7.28 / 9.83 eV
LUMO level (alpha / beta) = 1.013 / 0.864 eV
Spin multiplicity = 2
HOMO level (alpha / beta) = -6.2668 / -8.9650 eV
Net charge = 0

```
23
Properties=species:S:1:pos:R:3:forces:R:3:mulliken_spin:R:1
C 1.8159 1.1220 -0.8789 0.2 0.4 -0.1 -0.0384
C 0.6323 1.4010 -0.0783 -1.5 -2.1 -2.2 0.2779
C -0.5731 0.7738 -0.3232 0.6 1.0 -1.1 -0.1121
C -0.7996 0.7401 1.9159 0.5 0.1 1.1 0.8512
C -0.7983 -0.5846 -1.1717 0.6 0.8 2.2 0.0327
C -2.3531 -0.9436 -1.2183 0.6 -0.7 0.2 -0.0046
N 2.1062 -1.4583 1.1854 0.5 -0.7 -1.5 -0.0007
H 1.6353 0.2650 -1.5213 0.6 0.2 -0.2 -0.0026
H 1.9420 2.0757 -1.4047 0.2 -0.4 -0.7 0.0243
H 2.6957 1.0463 -0.2855 0.9 -0.6 0.4 0.0183
H 0.7159 2.2278 0.5441 -0.4 1.5 1.0 -0.0019
H -1.4187 1.4862 -0.2488 0.0 -1.2 0.3 0.0219
H -1.4027 1.5928 1.9553 -0.9 1.1 0.0 -0.0511
H -1.2546 -0.1641 1.6949 -0.9 -1.6 0.1 -0.0038
H 0.0385 0.7664 2.5916 0.4 -0.2 -0.1 -0.0027
H -0.1180 -0.5767 -2.0835 -1.6 0.0 0.7 -0.0027
H -0.3209 -1.3714 -0.4981 -0.6 0.8 -0.9 -0.0076
H -2.8887 -0.4999 -0.3668 0.4 0.5 -0.3 0.0013
H -2.9282 -0.7184 -2.1402 0.7 -0.1 0.5 0.0010
H -2.4874 -2.0151 -0.9499 0.2 0.4 -0.8 -0.0001
H 2.4030 -2.2919 1.7011 -0.9 0.7 0.6 0.0001
H 2.1801 -1.8439 0.2140 -0.5 1.1 1.0 0.0001
H 1.1784 -1.0292 1.3670 0.9 -1.1 0.0 -0.0003
```
Positions in Å, forces in eV/Å.

***

Record 3
DFT (ωB97M-V with the def2-TZVPD basis set) results for a gas-phase ion, C6H16N (charge +1).

Values from the calculation:
Frontier orbital gap = 10.61 eV
SMILES = CCCCCC[NH3+]
LUMO level = -3.689 eV
HOMO level = -14.3036 eV
Net charge = +1

```
23
Properties=species:S:1:pos:R:3:forces:R:3:nbo_charge:R:1
C -2.3577 -0.2856 1.7481 1.0 1.0 0.7 -0.6105
C -1.3532 -1.3844 1.4278 -1.5 -0.5 -0.6 -0.4039
C -0.4181 -1.0922 0.2785 -0.1 0.5 -0.5 -0.3948
C 0.6875 -0.0961 0.6219 -1.2 0.1 0.5 -0.4109
C 1.7476 0.0085 -0.4459 1.0 0.6 0.9 -0.4351
C 1.2776 0.4969 -1.7854 0.0 0.2 -0.2 -0.2054
N 0.5814 1.8493 -1.6234 0.4 -0.2 -0.3 -0.6785
H -3.0568 -0.0483 0.9499 -0.1 -0.2 -0.1 0.2083
H -2.8723 -0.4586 2.6899 -0.4 -0.4 -0.2 0.2349
H -1.8160 0.6351 1.9958 0.0 0.2 -0.3 0.1848
H -1.9758 -2.2464 1.1602 0.3 -0.2 0.0 0.2181
H -0.8139 -1.6723 2.3056 0.5 -0.1 0.6 0.2095
H 0.0369 -2.0050 -0.1047 0.1 -0.2 0.1 0.2170
H -1.0185 -0.6921 -0.5511 0.0 -0.1 -0.1 0.1749
H 0.2411 0.8972 0.8046 0.0 -0.1 -0.1 0.1668
H 1.0015 -0.3425 1.6392 0.9 -0.1 -0.3 0.2484
H 2.5190 0.7266 -0.1282 -0.1 0.0 0.1 0.2171
H 2.3255 -0.9015 -0.5571 -0.2 -0.4 -0.2 0.2575
H 0.5892 -0.1386 -2.3322 0.0 -0.2 0.1 0.2322
H 2.1570 0.7096 -2.3887 -0.2 -0.1 -0.3 0.2331
H 0.0417 2.0582 -2.4624 -0.1 0.2 0.0 0.4467
H -0.0315 1.8886 -0.8060 0.0 -0.2 0.0 0.4478
H 1.3094 2.5555 -1.5141 -0.2 0.2 0.1 0.4419
```
Positions in Å, forces in eV/Å.

***

Record 4
DFT (ωB97M-V with the def2-TZVPD basis set) results for 3 unconnected molecules or ions with the total composition C6H16N.

Values from the calculation:
Frontier orbital gap = 8.04 eV
LUMO level = -5.956 eV
HOMO level = -13.9938 eV
Net charge = +1

```
23
Properties=species:S:1:pos:R:3:forces:R:3:mulliken_charge:R:1
C 1.5096 1.1379 -0.0698 1.6 1.4 -0.1 -1.4319
C 0.1303 1.3921 0.2850 -1.6 2.0 0.7 0.1471
C -0.9588 1.0545 -0.5188 0.6 -2.9 0.8 -0.4451
C -1.1605 -0.2568 1.5541 -0.1 0.9 -0.8 -0.8270
C -0.8040 0.1650 -1.7747 0.0 0.3 0.5 -0.2563
C -2.0540 -0.8037 -1.7763 0.8 0.5 -0.7 -1.1948
N 2.5523 -1.6134 1.3998 1.4 -1.1 -1.2 -0.6646
H 1.7780 0.1081 -0.2560 0.0 -0.4 0.3 0.3578
H 1.5826 1.5862 -1.1013 0.4 0.0 0.9 0.3823
H 2.2063 1.6663 0.6772 -0.8 -1.0 -1.4 0.3769
H -0.0177 2.2997 0.9861 -0.1 -2.0 -0.6 0.3753
H -1.8979 1.1454 -0.0064 -1.0 1.2 -0.9 0.7121
H -1.2758 0.5519 2.1962 0.2 1.4 1.1 0.5029
H -2.1010 -0.7770 1.5098 -0.2 -0.2 -1.3 0.3862
H -0.2815 -0.8070 1.6277 1.4 -1.0 -0.1 0.2918
H -0.8392 0.8191 -2.7307 0.1 -0.9 1.6 0.2932
H 0.2280 -0.2722 -1.6870 -1.2 0.0 -0.5 0.3402
H -2.8227 -0.0746 -2.0411 -0.7 -0.7 0.4 0.3497
H -2.0891 -1.6358 -2.4842 0.5 0.6 -0.6 0.3420
H -2.2218 -1.3677 -0.8602 0.0 0.7 0.5 0.2857
H 2.8085 -0.6700 1.4011 0.8 2.1 -1.0 0.1692
H 3.5052 -2.0786 1.3432 -1.8 0.3 0.5 0.2743
H 2.2230 -1.5695 2.3262 -0.4 -1.4 1.8 0.2330
```
Positions in Å, forces in eV/Å.